[1]
Density functional theory data (the ωB97M-V functional and the def2-TZVPD basis) for one molecule with the formula C6H10N2O in a non-equilibrium geometry.

Positions of all 19 atoms, in Å:
1 H 3.0139 -0.8396 -1.2145
2 N 2.6462 -0.1007 -0.6103
3 C 1.4757 -0.3257 0.0289
4 C 0.9909 0.7008 0.8320
5 C 0.1640 1.7708 0.1212
6 C -1.2529 1.4965 -0.3983
7 C -1.9956 0.4004 -0.3765
8 C -1.8733 -0.9852 -0.0173
9 O -0.6436 -1.4794 0.5768
10 N 0.5362 -1.3259 -0.2373
11 H 0.4987 0.4057 1.6838
12 H 1.8042 1.3117 1.3233
13 H 0.1604 2.4960 0.9561
14 H 0.8492 2.1378 -0.5838
15 H -1.7441 2.3810 -0.6729
16 H -2.9441 0.4590 -0.9280
17 H -2.3041 -1.5797 -0.7962
18 H -2.4964 -1.1542 0.9266
19 H 0.9813 -2.1423 -0.5157

Output
Orbital gap in eV: 9.78
SMILES string: [H]/N=C1/CC/C=C\CON1
Total charge: 0
Energy above the lowest of the compared OMol25 structures with the same formula, charge and spin in kcal/mol: 98.6
Strongest force on any atom in eV Å⁻¹: 5.2

For reference, the natural (NBO) charges in units of e are: atom 1 (H): 0.334, atom 2 (N): -0.732, atom 3 (C): 0.426, atom 4 (C): -0.482, atom 5 (C): -0.415, atom 6 (C): -0.165, atom 7 (C): -0.235, atom 8 (C): -0.101, atom 9 (O): -0.379, atom 10 (N): -0.345, atom 11 (H): 0.226, atom 12 (H): 0.236, atom 13 (H): 0.216, atom 14 (H): 0.228, atom 15 (H): 0.204, atom 16 (H): 0.207, atom 17 (H): 0.192, atom 18 (H): 0.215, atom 19 (H): 0.372



[2]
Density functional theory data (the ωB97M-V functional and the def2-TZVPD basis) for C13H44AsF6N4O9 as an isolated structure in a non-equilibrium geometry.

Positions of all 77 atoms, in Å:
1 As -18.0106 -8.9966 18.1260
2 F -16.9320 -7.6467 18.7420
3 F -16.8947 -9.1365 16.7563
4 F -19.1588 -10.3145 17.5506
5 F -19.0615 -8.7669 19.5938
6 F -19.0662 -7.8299 17.2428
7 F -17.0115 -10.1897 19.0260
8 C -17.5981 -4.7380 15.4946
9 O -18.7900 -4.1761 16.0446
10 H -17.5344 -5.8057 15.7046
11 H -17.4510 -4.5800 14.4262
12 H -16.7171 -4.3252 15.9861
13 H -18.7304 -3.2360 15.8595
14 C -22.2035 -12.0982 16.6127
15 O -22.4341 -12.4518 15.2626
16 H -22.1954 -11.0141 16.7261
17 H -22.8751 -12.5695 17.3302
18 H -21.1676 -12.3986 16.7701
19 H -22.2693 -13.3882 15.1300
20 C -15.5370 -8.0712 21.3383
21 O -15.4526 -9.4687 21.1046
22 H -14.9172 -7.7475 22.1745
23 H -15.1419 -7.5880 20.4447
24 H -16.5768 -7.7763 21.4797
25 H -15.9210 -9.6599 20.2887
26 C -16.8530 -12.8193 15.9280
27 O -15.8425 -12.0144 15.4530
28 H -16.4691 -13.7360 16.3758
29 H -17.3248 -12.2596 16.7357
30 H -17.6256 -12.9183 15.1655
31 H -15.7325 -12.2416 14.5268
32 C -14.2876 -6.3920 17.0227
33 O -14.4526 -7.4709 16.0840
34 H -13.7525 -6.7662 17.8955
35 H -14.0273 -5.3690 16.7510
36 H -15.3160 -6.2992 17.3720
37 H -15.1271 -8.0865 16.3803
38 C -13.1433 -10.1372 18.1822
39 O -12.1559 -10.5384 17.5794
40 N -13.1343 -9.3133 19.2323
41 N -14.3443 -10.5902 17.9089
42 H -12.1842 -9.0810 19.4841
43 H -13.9493 -9.1821 19.8143
44 H -15.1213 -10.1254 18.3563
45 H -14.4745 -11.1365 17.0694
46 C -18.5347 -4.7362 19.7416
47 O -18.5558 -3.5491 19.9496
48 N -19.1194 -5.2724 18.7147
49 N -18.0923 -5.6276 20.5254
50 H -19.3747 -4.6239 17.9837
51 H -18.9180 -6.2236 18.4414
52 H -17.9695 -6.5547 20.1440
53 H -17.8361 -5.3508 21.4623
54 C -22.5644 -9.0579 18.8325
55 C -23.0131 -7.7318 18.2107
56 C -23.0374 -7.5974 16.6527
57 O -24.2885 -7.4760 18.7626
58 H -21.5777 -9.4315 18.5589
59 H -23.1834 -9.9152 18.5680
60 H -22.5878 -8.9683 19.9186
61 H -22.3960 -6.9271 18.6102
62 H -23.5414 -8.4791 16.2569
63 H -22.0466 -7.6035 16.1983
64 H -23.4437 -6.6961 16.1938
65 H -24.4135 -6.5310 18.6483
66 C -20.3183 -6.9561 12.1810
67 C -19.9929 -6.3347 13.5349
68 C -21.2247 -5.6219 14.1655
69 O -19.3363 -7.2769 14.3099
70 H -19.4145 -7.3793 11.7426
71 H -20.5802 -6.1255 11.5256
72 H -21.1379 -7.6704 12.2591
73 H -19.2867 -5.5396 13.2955
74 H -21.4915 -4.6755 13.6952
75 H -21.0288 -5.3120 15.1920
76 H -22.0927 -6.2787 14.1089
77 H -19.5609 -7.1364 15.2327

Output
Orbital gap in eV: 9.08
Total charge: -1
Energy above the lowest of the compared OMol25 structures with the same formula, charge and spin in kcal/mol: 0.0
Strongest force on any atom in eV Å⁻¹: 6.3

For reference, the Mulliken charges in units of e are: atom 1 (As): 2.227, atom 2 (F): -0.421, atom 3 (F): -0.494, atom 4 (F): -0.498, atom 5 (F): -0.497, atom 6 (F): -0.362, atom 7 (F): -0.642, atom 8 (C): -0.715, atom 9 (O): -0.370, atom 10 (H): 0.155, atom 11 (H): 0.357, atom 12 (H): 0.361, atom 13 (H): 0.214, atom 14 (C): -0.096, atom 15 (O): -0.538, atom 16 (H): -0.117, atom 17 (H): 0.275, atom 18 (H): 0.161, atom 19 (H): 0.295, atom 20 (C): -0.303, atom 21 (O): -0.678, atom 22 (H): 0.321, atom 23 (H): 0.058, atom 24 (H): 0.154, atom 25 (H): 0.470, atom 26 (C): -0.494, atom 27 (O): -0.479, atom 28 (H): 0.270, atom 29 (H): 0.031, atom 30 (H): 0.364, atom 31 (H): 0.287, atom 32 (C): -0.066, atom 33 (O): -0.576, atom 34 (H): 0.234, atom 35 (H): 0.359, atom 36 (H): -0.303, atom 37 (H): 0.320, atom 38 (C): 0.565, atom 39 (O): -0.755, atom 40 (N): -0.294, atom 41 (N): -0.190, atom 42 (H): 0.171, atom 43 (H): 0.119, atom 44 (H): 0.090, atom 45 (H): 0.199, atom 46 (C): 0.570, atom 47 (O): -0.777, atom 48 (N): -0.159, atom 49 (N): -0.213, atom 50 (H): 0.226, atom 51 (H): 0.054, atom 52 (H): 0.042, atom 53 (H): 0.171, atom 54 (C): -1.140, atom 55 (C): 0.620, atom 56 (C): -0.940, atom 57 (O): -0.589, atom 58 (H): 0.088, atom 59 (H): 0.399, atom 60 (H): 0.316, atom 61 (H): 0.171, atom 62 (H): 0.256, atom 63 (H): 0.072, atom 64 (H): 0.404, atom 65 (H): 0.351, atom 66 (C): -1.514, atom 67 (C): 1.011, atom 68 (C): -1.189, atom 69 (O): -0.470, atom 70 (H): 0.389, atom 71 (H): 0.379, atom 72 (H): 0.348, atom 73 (H): -0.096, atom 74 (H): 0.434, atom 75 (H): 0.262, atom 76 (H): 0.311, atom 77 (H): 0.042



[3]
Density functional theory data (the ωB97M-V functional and the def2-TZVPD basis) for C14H13Cl2MoN5O3S3 as an isolated structure.

Positions of all 41 atoms, in Å:
1 Mo -0.8103 -0.2504 -1.1553
2 C 3.6662 -0.2775 -0.8486
3 C 2.2168 0.0554 -0.8197
4 N 1.2994 -0.8108 -1.1029
5 N 1.7094 -2.0695 -1.4848
6 C 0.7837 -3.0447 -1.5972
7 N 1.1770 -4.2420 -1.9862
8 S -0.8304 -2.7229 -1.2193
9 C 1.7074 1.3908 -0.5020
10 C 2.5038 2.4552 -0.1385
11 C 1.9031 3.6792 0.1483
12 C 0.5313 3.7842 0.0695
13 C -0.2126 2.6728 -0.3090
14 N 0.3639 1.5080 -0.5981
15 H 4.0137 -0.3601 -1.8842
16 H 3.8514 -1.2251 -0.3392
17 H 4.2685 0.4831 -0.3659
18 H 2.6221 -2.1589 -1.9101
19 H 2.1463 -4.4875 -2.1218
20 H 0.4914 -4.9684 -2.1324
21 H 3.5761 2.3529 -0.0759
22 H 2.5097 4.5292 0.4296
23 H 0.0200 4.7116 0.2846
24 H -1.2875 2.7235 -0.4031
25 O -2.5013 -0.8406 -2.2566
26 S -2.2107 0.3619 -3.1682
27 O -1.8903 1.3136 -1.9881
28 O -3.2167 0.7620 -4.0618
29 S -0.3465 -0.0586 -3.7556
30 Cl -4.2167 0.5158 0.7043
31 C -3.2208 -0.0078 1.9897
32 C -3.6955 -0.0907 3.2830
33 C -2.8458 -0.5217 4.2922
34 C -1.5186 -0.8715 4.0457
35 C -1.0385 -0.7944 2.7610
36 Cl 0.5970 -1.2069 2.4091
37 C -1.8838 -0.3653 1.7130
38 N -1.4155 -0.3153 0.4466
39 H -4.7205 0.1775 3.4962
40 H -3.2240 -0.5865 5.3039
41 H -0.8728 -1.1995 4.8476

Output
Orbital gap in eV: 6.97
Total charge: +2
Energy above the lowest of the compared OMol25 structures with the same formula, charge and spin in kcal/mol: 0.0
Strongest force on any atom in eV Å⁻¹: 0.2

For reference, the natural (NBO) charges in units of e are: atom 1 (Mo): 1.136, atom 2 (C): -0.708, atom 3 (C): 0.381, atom 4 (N): -0.251, atom 5 (N): -0.421, atom 6 (C): 0.326, atom 7 (N): -0.711, atom 8 (S): 0.203, atom 9 (C): 0.124, atom 10 (C): -0.165, atom 11 (C): -0.101, atom 12 (C): -0.191, atom 13 (C): 0.117, atom 14 (N): -0.417, atom 15 (H): 0.273, atom 16 (H): 0.263, atom 17 (H): 0.270, atom 18 (H): 0.424, atom 19 (H): 0.429, atom 20 (H): 0.450, atom 21 (H): 0.250, atom 22 (H): 0.263, atom 23 (H): 0.268, atom 24 (H): 0.257, atom 25 (O): -0.822, atom 26 (S): 2.152, atom 27 (O): -0.856, atom 28 (O): -0.796, atom 29 (S): -0.330, atom 30 (Cl): 0.119, atom 31 (C): 0.010, atom 32 (C): -0.232, atom 33 (C): -0.073, atom 34 (C): -0.237, atom 35 (C): 0.006, atom 36 (Cl): 0.051, atom 37 (C): 0.012, atom 38 (N): -0.254, atom 39 (H): 0.266, atom 40 (H): 0.254, atom 41 (H): 0.262



[4]
Density functional theory data (the ωB97M-V functional and the def2-TZVPD basis) for C38H35BrN2P2Ru as an isolated structure in a non-equilibrium geometry.

Positions of all 79 atoms, in Å:
1 Ru 0.6606 -0.4095 -1.0445
2 C 5.8288 -2.7466 -1.7584
3 C 4.3381 -2.7648 -1.9589
4 C 3.7148 -3.6782 -2.8099
5 C 2.3329 -3.6680 -2.9985
6 C 1.6544 -2.7255 -2.2806
7 Br -0.2540 -2.4354 -2.3918
8 N 2.1907 -1.8321 -1.4504
9 C 3.5283 -1.8507 -1.2985
10 H 6.2685 -3.7059 -2.0219
11 H 6.0847 -2.5231 -0.7236
12 H 6.2867 -1.9849 -2.3917
13 H 4.3119 -4.4149 -3.3348
14 H 1.8355 -4.3646 -3.6588
15 H 3.9416 -1.1286 -0.6043
16 C -1.4802 2.3577 0.0839
17 N -1.5667 1.6341 1.3503
18 C -0.2713 1.3108 1.9075
19 P 0.4190 -0.3014 1.2273
20 C -0.7431 -1.5140 1.9875
21 C -1.6808 -2.2287 1.2209
22 C -2.5801 -3.1782 1.8010
23 C -2.5443 -3.4231 3.1502
24 C -1.6134 -2.7231 3.9348
25 C -0.7145 -1.7610 3.3435
26 C 1.9592 -0.4815 2.1028
27 C 2.7404 0.6516 2.3743
28 C 3.9710 0.5067 2.9959
29 C 4.4291 -0.7600 3.3364
30 C 3.6738 -1.8895 3.0363
31 C 2.4418 -1.7589 2.4178
32 C -2.7367 1.3343 1.9495
33 C -3.9598 1.3517 1.1912
34 C -5.1493 1.1036 1.8131
35 C -5.1873 0.8585 3.1991
36 C -4.0019 0.8315 3.9598
37 C -2.7939 1.0453 3.3606
38 P -0.7554 1.4117 -1.3614
39 C 0.5087 2.5229 -1.9813
40 C 0.4018 3.9159 -1.9627
41 C 1.4332 4.6953 -2.4618
42 C 2.5860 4.0987 -2.9654
43 C 2.7131 2.7177 -2.9831
44 C 1.6715 1.9345 -2.5030
45 C -2.1022 1.2127 -2.5081
46 C -2.9960 0.1515 -2.3122
47 C -4.0651 -0.0204 -3.1741
48 C -4.2425 0.8609 -4.2387
49 C -3.3523 1.9056 -4.4436
50 C -2.2821 2.0894 -3.5786
51 H -0.8149 3.2040 0.2660
52 H -2.4489 2.7549 -0.1932
53 H -0.2950 1.2046 2.9865
54 H 0.4242 2.1109 1.6597
55 H -1.7114 -2.0693 0.1492
56 H -3.2726 -3.7074 1.1580
57 H -3.2004 -4.1486 3.6134
58 H -1.5538 -2.9168 5.0000
59 H 0.0006 -1.2677 3.9944
60 H 2.4137 1.6484 2.1044
61 H 4.5702 1.3796 3.2179
62 H 5.3827 -0.8682 3.8365
63 H 4.0479 -2.8724 3.2908
64 H 1.8722 -2.6492 2.1768
65 H -3.9433 1.5235 0.1245
66 H -6.0683 1.1088 1.2419
67 H -6.1411 0.7095 3.6916
68 H -4.0542 0.6896 5.0315
69 H -1.9115 1.1142 3.9788
70 H -0.4895 4.4083 -1.5895
71 H 1.3369 5.7729 -2.4691
72 H 3.3830 4.7174 -3.3566
73 H 3.6026 2.2567 -3.3902
74 H 1.7763 0.8484 -2.5932
75 H -2.8484 -0.5462 -1.4907
76 H -4.7584 -0.8393 -3.0334
77 H -5.0765 0.7264 -4.9145
78 H -3.4881 2.5764 -5.2810
79 H -1.5868 2.9009 -3.7539

Output
Orbital gap (alpha / beta) in eV: 3.94 / 4.00
Total charge: +4
Strongest force on any atom in eV Å⁻¹: 2.7

For reference, the Mulliken charges in units of e are: atom 1 (Ru): -0.362, atom 2 (C): -1.452, atom 3 (C): 0.375, atom 4 (C): -0.330, atom 5 (C): -0.766, atom 6 (C): 0.584, atom 7 (Br): -0.030, atom 8 (N): 0.182, atom 9 (C): -0.538, atom 10 (H): 0.422, atom 11 (H): 0.387, atom 12 (H): 0.332, atom 13 (H): 0.498, atom 14 (H): 0.504, atom 15 (H): 0.599, atom 16 (C): -2.023, atom 17 (N): 0.456, atom 18 (C): -1.744, atom 19 (P): 2.145, atom 20 (C): 0.459, atom 21 (C): -0.047, atom 22 (C): -0.722, atom 23 (C): -0.654, atom 24 (C): -0.856, atom 25 (C): -0.457, atom 26 (C): 0.762, atom 27 (C): -0.533, atom 28 (C): -0.778, atom 29 (C): -0.631, atom 30 (C): -0.798, atom 31 (C): -0.525, atom 32 (C): 2.069, atom 33 (C): -0.383, atom 34 (C): -0.983, atom 35 (C): -0.311, atom 36 (C): -0.967, atom 37 (C): -0.315, atom 38 (P): 2.195, atom 39 (C): 0.338, atom 40 (C): -0.232, atom 41 (C): -0.838, atom 42 (C): -0.639, atom 43 (C): -0.912, atom 44 (C): -0.372, atom 45 (C): 0.403, atom 46 (C): -0.342, atom 47 (C): -1.065, atom 48 (C): -0.615, atom 49 (C): -0.800, atom 50 (C): -0.463, atom 51 (H): 0.575, atom 52 (H): 0.783, atom 53 (H): 0.538, atom 54 (H): 0.693, atom 55 (H): -0.275, atom 56 (H): 0.524, atom 57 (H): 0.509, atom 58 (H): 0.515, atom 59 (H): 0.554, atom 60 (H): 0.324, atom 61 (H): 0.505, atom 62 (H): 0.480, atom 63 (H): 0.501, atom 64 (H): 0.529, atom 65 (H): 0.242, atom 66 (H): 0.517, atom 67 (H): 0.501, atom 68 (H): 0.518, atom 69 (H): 0.520, atom 70 (H): 0.451, atom 71 (H): 0.473, atom 72 (H): 0.455, atom 73 (H): 0.480, atom 74 (H): 0.421, atom 75 (H): 0.564, atom 76 (H): 0.510, atom 77 (H): 0.459, atom 78 (H): 0.475, atom 79 (H): 0.436